Density functional theory data (ωB97M-V with the def2-TZVPD basis set) for a single CH4INP2 molecule at a distorted geometry.

The calculated total energy is -29269.426 eV. For the largest force on an atom, the calculation gives 1.97 eV Å⁻¹. The SMILES is C/P=N/PI. The value obtained for the energy above the lowest of the compared OMol25 structures with the same formula, charge and spin is 0.5205 eV.

```
9
CH4INP2 ωB97M-V with the def2-TZVPD basis set
I 0.61981 -1.21792 3.89722
P -0.37184 0.38287 2.28381
P 1.17568 -0.16358 -0.39102
N 0.16769 0.02182 0.76606
C 0.18619 0.34954 -1.94434
H -0.81445 0.56431 -1.61729
H 0.32367 1.10180 -2.71273
H 0.32745 -0.59414 -2.59508
H -1.61420 -0.44471 2.31337
```

Löwdin atomic charge list, values in e, 2 entries: 0.138, 0.273

Density functional theory data (ωB97M-V with the def2-TZVPD basis set) for a 2-piece molecular cluster, CH4IOP overall at a distorted geometry.

The calculated total energy is -20535.360 eV. For the largest force on an atom, the calculation gives 2.59 eV Å⁻¹. The value obtained for the energy above the lowest of the compared OMol25 structures with the same formula, charge and spin is 3.3169 eV.

```
8
CH4IOP ωB97M-V with the def2-TZVPD basis set
I 3.25225 -0.58706 -2.37257
P -2.05146 0.94880 1.71611
O -0.60692 0.34507 1.23021
C -0.54765 -0.65485 0.45400
H -1.53999 2.13218 2.40264
H 0.36593 -1.09290 0.13091
H 2.52906 0.09940 -3.69076
H -1.40123 -1.19063 0.12946
```

Löwdin atomic charge list, values in e, 2 entries: 0.324, 0.764

Density functional theory data (ωB97M-V with the def2-TZVPD basis set) for CH4IP as an isolated structure at a distorted geometry.

The calculated total energy is -18484.972 eV. For the largest force on an atom, the calculation gives 2.56 eV Å⁻¹. As for the multiplicity: 3. As for the expectation value of S²: 2.0075. The value obtained for the energy above the lowest of the compared OMol25 structures with the same formula, charge and spin is 3.0167 eV.

```
7
CH4IP ωB97M-V with the def2-TZVPD basis set
I 2.44670 0.08870 0.01834
P -0.55155 -1.11440 0.09922
C 0.38655 0.35544 0.02453
H -0.62106 -1.28282 -1.26460
H -0.07377 1.21064 -0.44293
H -1.61566 -0.30836 -0.30817
H 0.02879 1.05080 1.87362
```

Löwdin atomic charge list, values in e, 2 entries: 0.709, 0.639

Density functional theory data (ωB97M-V with the def2-TZVPD basis set) for CH4IPS as an isolated structure at a distorted geometry.

The calculated total energy is -29324.997 eV. For the largest force on an atom, the calculation gives 2.85 eV Å⁻¹. The value obtained for the energy above the lowest of the compared OMol25 structures with the same formula, charge and spin is 2.2403 eV.

```
8
CH4IPS ωB97M-V with the def2-TZVPD basis set
I 2.35909 -0.35810 0.20451
S -0.03563 1.87027 0.37854
P -1.00671 -0.91678 0.57548
C 0.30967 0.17062 -0.26120
H 0.03430 0.36351 -1.37986
H -0.20547 -1.34325 1.63686
H -0.78180 -2.08645 -0.44240
H -0.67345 2.30017 -0.71193
```

Löwdin atomic charge list, values in e, 2 entries: 0.654, 0.495

Density functional theory data (ωB97M-V with the def2-TZVPD basis set) for a 2-piece molecular cluster, CH4IPS overall at a distorted geometry.

The calculated total energy is -29322.890 eV. For the largest force on an atom, the calculation gives 2.21 eV Å⁻¹. The value obtained for the energy above the lowest of the compared OMol25 structures with the same formula, charge and spin is 4.3469 eV.

```
8
CH4IPS ωB97M-V with the def2-TZVPD basis set
I -0.68248 2.71783 -1.99218
S -1.52146 0.62513 -1.43907
P 0.21581 -1.15950 1.33199
C 1.00865 -0.13030 0.18630
H -0.80187 -0.22227 1.85101
H 1.11770 0.88984 0.52756
H 1.16073 -0.62183 -0.78714
H -0.49708 -2.09890 0.32152
```

Löwdin atomic charge list, values in e, 2 entries: 0.252, -0.276

Density functional theory data (ωB97M-V with the def2-TZVPD basis set) for CH4InN2O as an isolated structure at a distorted geometry.

The calculated total energy is -11262.235 eV. For the largest force on an atom, the calculation gives 4.74 eV Å⁻¹. The charge is +3. The value obtained for the energy above the lowest of the compared OMol25 structures with the same formula, charge and spin is 1.3725 eV.

```
9
CH4InN2O ωB97M-V with the def2-TZVPD basis set
In -0.67808 -3.24255 -2.10014
O -0.83244 -0.80179 -0.51391
N 1.09716 -0.02890 0.13103
N -0.68985 1.22071 0.38266
C -0.18377 0.10304 -0.10894
H -1.67085 1.14474 0.61062
H -0.15277 1.91311 0.88488
H 1.60524 -0.86002 -0.13580
H 1.50538 0.55166 0.84964
```

Löwdin atomic charge list, values in e, 2 entries: 1.551, 0.164

Density functional theory data (ωB97M-V with the def2-TZVPD basis set) for CH4InN2O as an isolated structure at a distorted geometry.

The calculated total energy is -11262.169 eV. For the largest force on an atom, the calculation gives 3.39 eV Å⁻¹. The charge is +3. The value obtained for the energy above the lowest of the compared OMol25 structures with the same formula, charge and spin is 1.4380 eV.

```
9
CH4InN2O ωB97M-V with the def2-TZVPD basis set
In 12.77553 10.48425 -19.61889
O 10.61636 12.29003 -19.19657
N 9.96805 14.28949 -18.50052
N 8.54824 12.68919 -18.50028
C 9.76968 13.03517 -18.75358
H 10.92824 14.58848 -18.40699
H 8.18273 11.84810 -18.92344
H 8.08453 13.16647 -17.74050
H 9.25390 14.94940 -18.22738
```

Löwdin atomic charge list, values in e, 2 entries: 1.573, 0.108

Density functional theory data (ωB97M-V with the def2-TZVPD basis set) for a single CH4N2O molecule at a distorted geometry.

The calculated total energy is -6126.684 eV. For the largest force on an atom, the calculation gives 6.96 eV Å⁻¹. The SMILES is [H]/N=C/NO. The value obtained for the energy above the lowest of the compared OMol25 structures with the same formula, charge and spin is 3.8239 eV.

```
8
CH4N2O ωB97M-V with the def2-TZVPD basis set
O 1.53376 -0.43621 -0.08816
N -1.53757 0.16054 -0.44244
N 0.33042 -0.23711 0.78562
C -0.46196 0.54945 -0.09827
H 1.18232 -0.65848 -0.97311
H -0.10255 -1.12535 0.81478
H -2.17415 0.93357 -0.66403
H 0.04609 1.57924 -0.28495
```

Löwdin atomic charge list, values in e, 2 entries: -0.103, 0.113

Q: The lowest calculated total energy belongs to which entry?
A: number 4